(1)
92
Properties=species:S:1:pos:R:3 method="wB97M-V/def2-TZVPD" total_energy_ha=-2414.8651 e_homo_ev="-10.930 / -10.930" gap_ha="0.2093 / 0.2093" total_charge=+1
W -0.7667 -0.0477 -0.3707
C -2.7298 6.5952 0.1449
C -2.0402 5.2973 -0.1246
C -0.7523 5.2587 -0.6369
C -0.0803 4.0606 -0.8911
C 1.3099 4.1146 -1.4333
O 2.0291 5.0573 -1.1893
C 1.7727 2.9645 -2.2493
C 3.1427 2.7148 -2.2818
C 3.6410 1.6329 -2.9841
C 2.7729 0.7747 -3.6412
C 1.4108 1.0388 -3.6510
C 0.9145 2.1471 -2.9855
C -0.7278 2.8676 -0.5648
O -0.2202 1.6304 -0.6687
C -2.0507 2.8966 -0.0686
C -2.7000 4.0948 0.1394
C -2.5580 1.5079 0.1306
N -2.7581 0.7263 -0.9226
C -2.8421 1.3026 -2.2504
C -2.7454 0.1431 -3.2186
Te -4.2975 -1.2897 -2.7536
C -1.9525 -2.8963 0.0806
C 0.3329 -3.9442 -0.3178
C 0.7347 -3.9738 1.1229
C 0.0362 -3.7890 2.2477
C -1.3750 -3.5296 2.4332
C -2.2840 -3.1804 1.5230
C -2.7943 1.0207 1.4865
C -2.4732 1.8334 2.5910
C -2.8716 1.4754 3.8622
C -3.5879 0.3044 4.0685
C -3.9025 -0.5132 2.9902
C -3.5192 -0.1689 1.7096
H -2.0947 7.4360 -0.1176
H -2.9956 6.6672 1.1989
H -3.6523 6.6611 -0.4301
H -0.2309 6.1768 -0.8606
H 3.7972 3.3929 -1.7543
H 4.7066 1.4629 -3.0259
H 3.1588 -0.0797 -4.1763
H 0.7425 0.4008 -4.2126
H -0.1282 2.4163 -3.0967
H -3.7141 4.0935 0.5102
H -2.0450 2.0390 -2.4563
H -3.8033 1.8231 -2.3663
H -1.8004 -0.4036 -3.0380
H -2.8213 0.4540 -4.2567
H 0.6671 -2.9725 -0.7224
H 1.7860 -4.2027 1.2341
H 0.5797 -3.8950 3.1793
H -1.7258 -3.6645 3.4482
H -3.3260 -3.0792 1.7753
H -1.9440 2.7625 2.4319
H -2.6464 2.1242 4.6947
H -3.9191 0.0431 5.0610
H -4.4774 -1.4110 3.1581
H -3.8309 -0.7645 0.8600
C -1.7520 -5.4027 -0.2140
C -1.1655 -4.0491 -0.6029
C 1.1161 -5.0314 -1.0645
O -1.2954 -1.6761 -0.0321
H -1.4044 -6.1713 -0.8981
H -2.8363 -5.3709 -0.2640
H -1.4527 -5.6753 0.7934
H -1.3105 -3.8960 -1.6794
H 2.1734 -4.7789 -1.0642
H 0.7888 -5.1121 -2.0951
H 0.9945 -5.9974 -0.5808
C 4.2050 1.4390 0.9096
C 3.1752 0.3564 1.2163
C 2.9044 0.3215 2.7245
O 1.9119 0.6870 0.6000
B 1.3443 -0.4330 0.0141
O 2.2228 -1.4768 0.0852
C 3.4981 -1.0505 0.6070
C 4.0091 -2.0771 1.6120
C 4.4485 -1.0067 -0.5921
H 3.8528 2.3867 1.3095
H 4.3514 1.5556 -0.1583
H 5.1526 1.1885 1.3794
H 2.5486 1.3022 3.0321
H 3.8056 0.0868 3.2810
H 2.1290 -0.4072 2.9560
H 3.2662 -2.2921 2.3726
H 4.9163 -1.7105 2.0839
H 4.2422 -3.0024 1.0919
H 4.0802 -0.3046 -1.3348
H 4.4712 -1.9946 -1.0470
H 5.4555 -0.7373 -0.2899
O -3.2055 -2.7222 -0.5545
O -2.9901 -2.5518 -1.9604

---

(2)
13
Properties=species:S:1:pos:R:3 method="wB97M-V/def2-TZVPD" total_energy_ha=-286.5128 smiles="CC(=O)[C@H]1CN1" e_homo_ev=-9.105 gap_ha=0.3659 de_lowest_kcal_mol=74.6
C -1.2824 -0.8018 -1.1990
C 0.1362 -0.4588 -0.8198
O 1.0835 -1.1178 -1.2218
C 0.3300 0.7667 0.0199
C 0.5824 0.6488 1.5797
N 1.6171 0.9813 0.6541
H -1.5566 -0.2602 -2.1099
H -1.9825 -0.5043 -0.4132
H -1.3578 -1.8741 -1.3943
H -0.4934 1.3468 0.4057
H 0.3990 -0.3344 1.9647
H 0.3304 1.4801 2.2640
H 2.1243 0.1080 0.4985

---

(3)
14
Properties=species:S:1:pos:R:3 method="wB97M-V/def2-TZVPD" total_energy_ha=-859.2188 smiles=CC(C)(P)S e_homo_ev=-9.145 gap_ha=0.3659 de_lowest_kcal_mol=10.6
C -0.1199 -1.4166 0.2861
C -1.0841 0.9116 0.3137
C 0.1069 0.0455 -0.0726
P 0.4018 0.1894 -1.9297
S 1.6224 0.6630 0.7943
H 0.7616 -2.0108 0.0492
H -0.9642 -1.8090 -0.2808
H -0.3354 -1.5243 1.3489
H -0.8843 1.9591 0.0918
H -1.3006 0.8177 1.3776
H -1.9646 0.6006 -0.2485
H 1.6802 -0.3673 -1.8903
H 0.9127 1.4860 -1.8686
H 1.1675 0.4550 2.0290

---

(4)
11
Properties=species:S:1:pos:R:3 method="wB97M-V/def2-TZVPD" total_energy_ha=-285.3192 smiles="C=C=CC(N)=O" e_homo_ev=-9.299 gap_ha=0.3625 de_lowest_kcal_mol=59.9
N 0.2214 -1.6327 0.3813
C 0.6800 -1.0047 -0.7509
O 1.3260 -1.5700 -1.6125
C 0.4444 0.4496 -0.8233
C -0.1189 1.0465 0.1858
C -0.9763 1.5728 1.0023
H 0.2600 -2.6383 0.3522
H -0.5180 -1.2173 0.9308
H 0.7803 0.9850 -1.6981
H -1.3711 2.0434 0.0408
H -0.7276 1.9657 1.9917

---

(5)
14
Properties=species:S:1:pos:R:3 method="wB97M-V/def2-TZVPD" total_energy_ha=-311.7153 smiles="C=C(F)CCN" e_homo_ev=-9.031 gap_ha=0.3665 de_lowest_kcal_mol=65.3
C 1.4474 -0.7642 -0.2491
C 0.1527 -0.7572 0.5266
C -1.0548 -0.0193 0.1798
C -2.2715 -0.4235 -0.3565
H 2.9583 0.4373 -0.1917
H 1.5295 1.4594 -0.8381
H 2.1474 -1.5209 0.2806
H 1.5704 -1.1408 -1.4253
H 0.6303 -0.4875 1.5130
H -0.2052 -1.8743 0.5131
H -2.4227 -1.5354 -0.4101
H -2.9717 0.1880 -0.7970
N 1.8628 0.5907 -0.1288
F -0.6576 1.3471 0.1835

---

(6)
24
Properties=species:S:1:pos:R:3 method="wB97M-V/def2-TZVPD" total_energy_ha=-683.9061 e_homo_ev=-8.484 gap_ha=0.3157 de_lowest_kcal_mol=196.6
C -2.1037 0.2493 -0.9118
C -1.2145 -0.8365 -0.4546
C -0.7212 -3.2165 -0.7046
C 0.4911 -2.9197 -0.2659
C 0.8928 -1.6318 0.2374
C 0.1389 -0.4658 0.0079
C 0.6421 1.0520 0.1337
C 2.4178 2.1473 1.1721
C 0.9286 2.7667 1.3373
H -3.0141 -1.7578 -1.8061
H -1.7334 1.3979 -0.8857
H -1.1914 -4.0379 -1.3478
H 1.3870 -3.5365 -0.0224
H 1.8722 -1.5675 1.0975
H 0.5301 1.3066 -0.9663
H 3.1879 2.7858 0.5923
H 2.9310 1.7352 2.2075
H 0.5998 3.6785 0.7016
H 0.7305 2.7761 2.4948
N -3.3130 0.1915 -1.4345
N -1.5729 -2.0914 -0.8048
O -3.8770 -0.9127 -1.7809
O 2.0294 0.9305 0.3845
O -0.0380 1.9565 1.0188